Molecular formula: C30H76N4O10
Method: DFT, ωB97M-V with the def2-TZVPD basis set

```
120
Properties=species:S:1:pos:R:3:mulliken_charge:R:1
C 2.128 2.718 0.105 -0.797
O 0.740 2.487 0.037 -0.354
C 0.361 1.693 -1.040 -0.429
C 0.134 2.566 -2.277 -1.589
N -0.105 1.624 -3.352 -0.042
C -0.207 2.360 -4.570 -0.747
C -0.526 1.409 -5.770 -0.462
O -1.467 2.056 -6.633 -0.334
C -1.617 1.433 -7.875 -0.830
H 2.517 3.278 0.928 0.152
H 2.580 3.133 -0.739 0.588
H 2.553 1.755 0.284 0.000
H -0.563 1.174 -0.934 0.604
H 1.039 0.931 -1.324 0.019
H 1.025 3.123 -2.501 0.438
H -0.695 3.205 -2.125 0.729
H -0.969 1.059 -3.165 0.293
H 0.743 2.781 -4.866 0.287
H -0.900 3.183 -4.577 0.330
H -0.999 0.500 -5.458 0.328
H 0.299 1.158 -6.386 0.379
H -1.754 0.360 -7.843 0.324
H -0.814 1.603 -8.568 0.333
H -2.464 1.794 -8.454 0.292
C 4.002 2.663 4.848 -0.396
O 5.238 2.799 4.159 -0.465
C 5.031 2.779 2.774 0.466
C 5.650 1.538 2.070 -0.702
N 4.948 1.485 0.802 0.284
C 5.217 0.281 0.095 -1.328
C 4.289 0.369 -1.140 0.428
O 4.275 1.645 -1.758 -0.476
C 3.417 1.716 -2.876 -0.985
H 3.563 1.604 4.701 0.156
H 3.219 3.305 4.509 0.126
H 4.060 2.886 5.972 0.340
H 5.534 3.681 2.374 0.353
H 4.019 2.963 2.528 -0.521
H 5.524 0.590 2.674 0.164
H 6.744 1.695 2.011 0.391
H 5.291 2.194 0.138 0.271
H 4.882 -0.576 0.667 0.388
H 6.304 0.160 -0.157 0.308
H 3.275 0.070 -0.800 -0.538
H 4.610 -0.441 -1.803 0.734
H 3.191 2.779 -2.934 0.252
H 2.545 1.113 -2.721 0.482
H 3.880 1.502 -3.833 0.391
C -3.950 -5.564 -1.006 -0.669
O -3.060 -4.907 -1.873 -0.381
C -1.716 -4.642 -1.411 -0.911
C -1.640 -3.529 -0.303 0.008
N -0.377 -3.652 0.337 -0.341
C 0.693 -3.098 -0.467 0.254
C 2.024 -3.408 0.242 -1.357
O 3.009 -2.655 -0.374 0.126
C 3.864 -3.446 -1.238 -0.840
H -3.427 -6.169 -0.349 0.432
H -4.654 -6.259 -1.578 0.209
H -4.523 -4.794 -0.542 0.116
H -1.183 -4.274 -2.294 0.244
H -1.118 -5.484 -1.144 0.476
H -2.400 -3.735 0.529 0.343
H -1.891 -2.575 -0.722 0.097
H -0.419 -3.265 1.248 0.359
H 0.394 -2.030 -0.669 -0.113
H 0.719 -3.679 -1.424 0.406
H 2.235 -4.475 0.187 0.607
H 1.993 -3.124 1.242 0.202
H 4.427 -2.693 -1.724 0.185
H 3.315 -3.987 -1.988 0.347
H 4.528 -4.148 -0.707 0.312
C -1.863 -0.030 2.835 -0.142
O -3.259 -0.155 2.799 -0.454
C -3.694 -1.145 2.006 0.347
C -5.242 -1.020 1.830 -1.005
N -5.756 -2.082 1.029 -0.321
C -5.470 -1.906 -0.377 -0.293
C -6.652 -2.428 -1.118 -0.813
O -7.775 -1.774 -0.599 -0.338
C -9.036 -2.032 -1.177 -0.846
H -1.531 0.297 1.847 -0.039
H -1.418 -0.966 3.072 0.384
H -1.638 0.789 3.525 0.080
H -3.467 -2.133 2.429 0.174
H -3.246 -1.003 1.000 -0.089
H -5.490 -0.017 1.424 0.338
H -5.696 -0.831 2.808 0.457
H -6.795 -2.084 1.033 0.350
H -4.523 -2.347 -0.627 0.008
H -5.356 -0.876 -0.678 0.479
H -6.686 -3.527 -0.925 0.305
H -6.509 -2.281 -2.152 0.523
H -9.815 -1.472 -0.693 0.255
H -9.142 -3.111 -1.211 0.337
H -9.193 -1.752 -2.186 0.336
C -0.470 4.786 2.126 -1.700
C 0.240 3.776 2.912 1.232
C -0.131 3.771 4.433 -1.732
O -0.012 2.461 2.476 0.409
H -0.004 4.955 1.190 0.330
H -0.557 5.736 2.613 0.429
H -1.470 4.465 1.890 0.328
H 1.275 4.070 2.935 -0.126
H -0.097 4.801 4.811 0.459
H 0.580 3.181 5.011 0.351
H -1.121 3.418 4.724 0.350
H 0.237 2.428 1.521 0.004
C 3.140 -0.979 2.831 -2.073
C 2.107 0.060 2.507 2.484
C 1.157 -0.450 1.434 2.109
O 1.389 0.329 3.688 -0.717
H 2.743 -1.869 3.235 0.582
H 3.955 -0.583 3.523 0.145
H 3.571 -1.319 1.944 0.214
H 2.690 0.979 2.222 -0.789
H 0.448 0.266 1.095 -1.119
H 0.579 -1.323 1.803 -0.029
H 1.657 -0.687 0.505 -0.982
H 0.760 1.024 3.511 0.059
```

Values from the calculation:
SMILES string: COCCNCCOC.COCCNCCOC.COCCNCCOC.COCCNCCOC.CC(C)O.CC(C)O
multiplicity: 1
highest occupied orbital energy: -8.70 eV
frontier orbital gap: 9.09 eV
ΔE to the lowest compared entry with this formula, charge and spin: 51.7 kcal/mol